No. 1
The following is a quantum chemistry calculation of a molecular structure, C49H39BrLaN11O11SSe, from the Open Molecules 2025 dataset.

```
114
Properties=species:S:1:pos:R:3:forces:R:3:lowdin_charge:R:1
La 0.084 -1.081 0.694 -1.8 -2.1 0.4 2.1323
Br -8.135 5.792 -0.256 0.0 0.0 0.0 0.6834
C -7.443 4.799 1.214 0.1 0.0 0.0 -0.6999
C -8.254 3.889 1.863 0.0 0.0 0.0 -0.1395
C -7.747 3.183 2.945 -0.1 -0.1 0.1 -0.0463
C -6.433 3.355 3.351 -0.2 0.3 0.3 -0.3205
C -5.632 4.282 2.689 0.0 0.2 0.0 -0.0385
C -6.132 5.007 1.625 0.0 0.0 -0.1 -0.1191
N -5.976 2.738 4.554 -0.1 0.3 -0.2 0.0426
N -4.977 1.991 4.551 0.1 -0.4 0.1 0.0523
C -4.337 1.486 3.424 0.1 -0.1 0.3 -0.2322
C -4.814 1.440 2.120 -0.2 -0.3 -0.5 -0.0210
C -4.158 0.767 1.104 -0.2 0.3 0.0 0.0021
C -2.933 0.118 1.314 0.3 -0.4 -0.1 -0.3726
O -2.323 -0.540 0.409 -0.3 0.4 0.4 -0.1799
C -2.394 0.192 2.664 0.2 -0.1 0.1 -0.1462
N -1.177 -0.402 2.859 -0.6 0.3 0.2 0.0114
C -0.666 -0.449 4.063 -0.1 -0.1 0.2 -0.1202
C -1.343 0.085 5.177 0.1 0.0 -0.1 -0.0353
C -2.536 0.719 4.995 0.0 0.1 0.0 -0.0013
C -3.111 0.799 3.702 0.3 0.1 0.1 -0.0977
H -9.274 3.739 1.537 0.0 0.0 0.0 0.0941
H -8.369 2.477 3.480 0.0 0.0 0.0 0.1109
H -4.607 4.411 3.007 0.0 0.0 0.0 0.1127
H -5.505 5.721 1.109 0.0 0.0 0.0 0.1010
H -5.769 1.886 1.883 0.2 -0.2 -0.1 0.0963
H -4.570 0.736 0.104 -0.1 0.0 0.0 0.1107
H 0.295 -0.944 4.173 0.0 0.1 0.0 0.0998
H -0.893 0.009 6.156 0.0 0.0 0.0 0.1027
H -3.057 1.181 5.821 0.0 0.0 0.0 0.1021
C 4.221 -0.139 -5.942 -0.1 0.0 0.0 -0.0799
O 3.163 -0.023 -6.877 -0.2 -0.2 0.0 -0.0935
C 2.121 -0.915 -6.775 0.2 0.2 0.1 -0.2712
C 1.010 -0.648 -7.574 0.1 -0.1 0.1 -0.0060
C -0.081 -1.491 -7.533 0.1 0.1 -0.1 -0.0548
C -0.114 -2.579 -6.671 0.0 -0.2 -0.5 -0.3225
C 0.997 -2.855 -5.895 0.3 -0.1 -0.1 -0.0215
C 2.121 -2.041 -5.954 -0.1 0.2 -0.1 -0.0159
N -1.236 -3.470 -6.795 0.6 0.4 -0.5 0.0435
N -1.728 -4.012 -5.800 -0.5 -0.1 0.6 0.0450
C -1.417 -3.650 -4.468 -0.1 -0.1 0.0 -0.2717
C -1.474 -4.705 -3.585 0.0 -0.2 0.2 -0.0458
C -1.153 -4.596 -2.236 0.1 0.0 -0.1 -0.0144
C -0.795 -3.361 -1.682 0.1 0.1 -0.1 -0.3797
O -0.448 -3.206 -0.467 0.1 0.0 -0.1 -0.2114
C -0.884 -2.200 -2.573 -0.2 -0.1 0.2 -0.1499
N -0.750 -0.993 -1.961 0.2 -0.2 -0.2 0.0543
C -0.963 0.094 -2.658 -0.1 0.1 0.0 -0.1175
C -1.319 0.062 -4.018 0.0 0.0 0.1 -0.0135
C -1.427 -1.140 -4.653 -0.1 0.1 0.0 -0.0070
C -1.193 -2.338 -3.942 -0.3 0.0 0.0 -0.1063
H 4.886 0.704 -6.125 -0.1 0.0 0.0 0.0913
H 4.775 -1.073 -6.076 0.0 0.0 0.0 0.0921
H 3.849 -0.089 -4.916 0.0 0.0 0.0 0.0759
H 1.029 0.216 -8.220 0.0 0.1 0.0 0.1130
H -0.940 -1.306 -8.165 0.0 0.0 0.0 0.1115
H 0.997 -3.714 -5.238 0.0 0.0 0.0 0.1239
H 2.971 -2.291 -5.343 0.2 0.0 0.1 0.0983
H -1.757 -5.668 -3.999 0.0 0.0 0.0 0.1056
H -1.182 -5.455 -1.581 0.0 0.0 0.0 0.1049
H -0.884 1.041 -2.142 0.0 0.1 0.0 0.0911
H -1.513 0.990 -4.536 0.0 0.0 0.0 0.1080
H -1.727 -1.179 -5.692 -0.1 0.1 0.2 0.1002
O 4.434 -1.961 4.528 0.1 0.0 0.1 -0.3295
S 3.693 -3.160 4.209 0.1 0.0 -0.1 0.6043
O 3.947 -4.316 5.035 0.1 0.0 0.1 -0.3317
N 2.126 -2.861 4.052 -0.1 0.0 0.3 -0.0314
C 1.710 -3.058 2.810 0.8 -0.1 0.5 -0.5666
O 0.574 -2.818 2.400 -1.1 0.0 -0.3 -0.1324
C 2.772 -3.566 1.882 0.0 -0.1 -0.1 -0.1447
C 2.658 -3.921 0.551 -0.1 0.0 -0.1 -0.0044
C 3.820 -4.277 -0.126 0.0 0.0 0.0 -0.0655
C 5.053 -4.284 0.524 -0.1 0.1 0.1 -0.0821
C 5.152 -3.950 1.875 0.0 0.0 -0.2 -0.0434
C 3.987 -3.599 2.522 0.3 -0.1 -0.1 -0.2226
H 1.688 -3.898 0.058 0.1 0.0 0.1 0.0980
H 3.768 -4.525 -1.178 0.0 0.0 0.0 0.1001
H 5.946 -4.543 -0.030 0.0 0.0 0.0 0.0930
H 6.100 -3.959 2.392 0.1 0.0 0.0 0.1114
O 0.614 3.091 -1.543 0.2 -0.4 0.3 -0.4358
Se 1.360 1.958 -0.670 0.0 0.5 0.1 0.9253
O 1.856 0.804 -1.898 0.0 0.0 0.1 -0.2762
O 0.256 1.185 0.330 0.8 1.7 -0.9 -0.6246
O 2.673 2.378 0.174 -0.5 -0.1 -0.2 -0.3994
N 1.040 2.112 3.352 0.1 -0.2 0.0 0.1444
C 0.391 3.295 3.568 0.0 0.0 0.1 -0.3158
C -0.691 3.654 2.756 -0.1 0.0 0.0 -0.0247
C -1.387 4.821 2.998 0.0 0.0 0.1 -0.1044
C -1.043 5.664 4.051 0.0 -0.1 -0.1 -0.1317
C 0.028 5.307 4.856 0.0 0.0 0.0 -0.1238
C 0.741 4.142 4.623 -0.1 0.1 0.0 -0.0518
H 0.922 1.689 2.445 0.1 -0.1 -0.2 0.0403
H 1.955 1.974 3.746 0.0 0.0 0.0 0.1008
H -0.967 3.009 1.932 0.0 0.0 -0.1 0.1051
H -2.213 5.077 2.347 -0.1 0.0 -0.1 0.0897
H -1.595 6.574 4.234 0.0 0.1 0.0 0.0820
H 0.319 5.946 5.682 0.0 0.0 0.0 0.0890
H 1.575 3.876 5.259 0.1 0.0 0.1 0.0994
C 4.774 0.482 2.065 0.0 -0.1 0.3 -0.0168
N 4.186 -0.023 0.842 0.2 0.0 -0.2 -0.0544
C 4.799 0.190 -0.378 0.0 0.0 0.0 -0.0680
C 4.164 0.018 -1.533 -0.1 0.1 0.1 -0.0040
C 2.734 -0.412 -1.523 0.3 0.0 0.4 -0.5774
N 2.297 -0.886 -0.275 1.1 0.5 -0.3 -0.0265
C 2.891 -0.453 0.852 -0.1 -0.1 0.0 -0.5880
O 2.249 -0.470 1.934 0.1 -0.2 0.0 -0.1037
N 2.472 -1.381 -2.543 -0.4 0.0 -0.2 0.1442
H 5.853 0.329 2.019 0.0 0.0 0.0 0.0869
H 4.375 -0.075 2.920 0.1 0.1 -0.2 0.0735
H 4.558 1.547 2.183 0.0 0.0 0.0 0.0897
H 5.831 0.511 -0.320 0.0 0.0 0.0 0.1202
H 4.664 0.168 -2.476 0.1 0.0 -0.1 0.0946
H 2.317 -0.905 -3.428 0.0 -0.1 0.0 0.0618
H 1.600 -1.865 -2.319 0.3 0.2 -0.1 0.0668
```
Positions in Å, forces in eV/Å.

Results
- HOMO (eV) = -3.3
- ΔE to the lowest compared entry with this formula, charge and spin (kcal/mol) = 10.0
- charge = -2
- orbital gap (eV) = 6.63



No. 2
The following is a quantum chemistry calculation of a molecular structure, C49H39Cl2CrN7O2P2SSe2, from the Open Molecules 2025 dataset.

```
105
Properties=species:S:1:pos:R:3:forces:R:3:lowdin_charge:R:1
Cr 0.610 -0.466 -1.156 -1.1 0.1 0.4 0.2539
C 0.361 -3.448 3.181 0.0 0.0 0.0 -0.0013
N 1.527 -2.794 2.593 -0.1 -0.1 0.1 -0.1007
C 2.734 -2.574 3.238 -0.1 -0.1 0.1 -0.0109
C 3.538 -1.940 2.379 0.0 0.1 -0.2 -0.0118
N 2.815 -1.768 1.190 0.0 0.1 0.0 0.0237
C 1.569 -2.299 1.343 0.3 -0.1 0.1 -0.6412
S 0.317 -2.427 0.214 0.0 0.1 -0.1 0.7594
C 3.396 -1.125 0.061 0.0 0.0 0.1 -0.2421
C 4.736 -1.377 -0.175 0.1 -0.1 0.1 0.0149
C 5.420 -0.603 -1.096 0.0 0.0 0.0 -0.0133
C 4.743 0.437 -1.702 0.1 0.0 0.0 -0.0149
C 3.392 0.570 -1.463 -0.1 0.0 -0.1 -0.0905
N 2.686 -0.236 -0.646 0.4 0.0 0.2 0.0257
H 0.696 -4.149 3.939 0.0 0.0 0.0 0.1007
H -0.180 -3.984 2.408 0.0 0.0 0.0 0.0732
H -0.302 -2.711 3.631 0.0 0.0 0.0 0.1072
H 2.915 -2.878 4.255 -0.1 0.0 -0.1 0.1382
H 4.536 -1.559 2.508 -0.1 0.0 -0.1 0.1333
H 5.231 -2.172 0.365 0.0 0.0 0.0 0.1271
H 6.461 -0.805 -1.318 0.0 0.0 0.1 0.1269
H 5.235 1.122 -2.380 -0.1 0.0 0.0 0.1286
H 2.836 1.353 -1.953 0.0 -0.1 -0.1 0.1061
Se 2.163 5.283 -4.728 -0.1 0.0 0.1 0.2887
P 0.265 4.786 -3.961 0.3 0.1 -0.1 0.5238
C -1.057 4.625 -5.184 0.0 -0.1 0.0 -0.3553
C -1.254 5.703 -6.047 -0.1 0.0 0.0 -0.0887
C -2.278 5.659 -6.978 0.0 0.0 0.0 -0.0684
C -3.102 4.540 -7.052 0.0 0.0 0.0 -0.0754
C -2.896 3.464 -6.203 0.0 0.0 0.0 -0.0704
C -1.871 3.499 -5.263 0.0 0.0 0.0 -0.0764
C -0.375 6.052 -2.823 0.0 -0.1 0.0 -0.3473
C -1.735 6.102 -2.524 0.0 0.1 0.1 -0.0862
C -2.240 7.136 -1.749 0.0 0.0 0.0 -0.0722
C -1.392 8.139 -1.295 0.0 0.0 0.0 -0.0742
C -0.041 8.107 -1.616 0.0 0.0 -0.1 -0.0899
C 0.469 7.063 -2.378 0.0 0.1 0.1 -0.1172
C 0.326 3.135 -3.188 0.2 -0.2 -0.1 -0.3825
C 0.185 2.468 -1.978 -0.1 -0.1 -0.1 -0.3726
N 0.647 1.207 -2.204 -0.3 0.3 0.0 -0.2078
N 1.022 1.099 -3.463 -0.1 0.0 -0.1 0.0088
N 0.841 2.231 -4.069 0.0 0.1 0.0 0.0392
P -0.395 2.808 -0.327 0.3 0.3 -0.1 0.7409
Se -0.215 0.940 0.772 0.1 -0.3 -0.1 0.5626
C -2.089 3.378 -0.322 0.0 0.0 0.0 -0.3553
C -2.584 4.058 0.792 0.0 0.0 0.0 -0.0871
C -3.918 4.425 0.827 0.0 0.0 0.0 -0.0627
C -4.757 4.095 -0.232 0.0 0.0 0.0 -0.0593
C -4.268 3.386 -1.321 0.0 0.0 0.0 -0.0525
C -2.930 3.021 -1.371 0.0 0.0 -0.1 -0.0735
C 0.701 4.063 0.367 -0.1 0.0 0.0 -0.3295
C 1.976 3.653 0.760 0.0 0.1 0.0 -0.1015
C 2.895 4.587 1.201 0.0 0.0 0.0 -0.0639
C 2.541 5.930 1.266 0.0 0.0 0.0 -0.0542
C 1.271 6.336 0.890 0.0 0.0 0.0 -0.0598
C 0.346 5.408 0.428 0.0 0.0 0.0 -0.0782
H -0.593 6.561 -5.991 0.0 0.0 0.0 0.1041
H -2.435 6.494 -7.650 0.0 0.0 0.0 0.1081
H -3.900 4.506 -7.785 0.0 0.0 0.0 0.1063
H -3.533 2.590 -6.271 0.0 0.0 0.0 0.1063
H -1.705 2.646 -4.613 -0.1 0.0 -0.1 0.0793
H -2.402 5.351 -2.917 -0.1 -0.1 0.0 0.1003
H -3.299 7.175 -1.525 0.0 0.0 0.0 0.1085
H -1.792 8.957 -0.707 0.0 0.0 0.0 0.1096
H 0.613 8.906 -1.288 0.0 0.0 0.0 0.1112
H 1.517 7.032 -2.650 0.0 0.0 0.0 0.0553
H -1.931 4.296 1.625 0.0 0.0 0.0 0.1143
H -4.307 4.962 1.683 0.0 0.0 0.0 0.1119
H -5.802 4.381 -0.200 0.0 0.0 0.0 0.1115
H -4.927 3.112 -2.136 0.0 0.0 0.0 0.1158
H -2.551 2.438 -2.205 0.0 0.1 0.0 0.0796
H 2.233 2.601 0.731 0.0 0.0 0.0 0.0704
H 3.887 4.272 1.503 0.0 0.0 0.0 0.1086
H 3.262 6.662 1.613 0.0 0.0 0.0 0.1126
H 0.994 7.381 0.946 0.0 0.0 0.0 0.1080
H -0.637 5.736 0.114 0.1 0.0 0.0 0.0908
Cl -0.202 -0.443 -7.580 0.0 0.0 -0.1 0.7403
C 1.086 -0.889 -6.510 0.0 0.0 0.0 -0.5722
C 2.386 -0.564 -6.843 0.1 0.0 0.0 -0.0864
C 3.426 -0.882 -5.982 0.0 0.0 0.0 -0.0703
C 3.142 -1.466 -4.761 0.1 0.0 0.1 -0.1092
C 1.831 -1.747 -4.431 -0.2 0.2 -0.1 -0.5126
Cl 1.482 -2.211 -2.777 0.3 -0.4 -0.2 0.8464
C 0.760 -1.532 -5.308 -0.1 0.1 0.2 -0.3077
N -0.555 -1.809 -4.982 0.1 0.1 0.2 0.0849
C -0.999 -3.019 -4.389 0.1 -0.1 -0.1 -0.2298
C -0.337 -4.217 -4.644 0.0 0.1 0.0 -0.0366
C -0.743 -5.390 -4.031 0.0 0.0 0.0 -0.0767
C -1.829 -5.376 -3.168 0.0 0.0 0.0 -0.0800
C -2.501 -4.185 -2.936 0.0 0.0 0.0 -0.0303
C -2.109 -2.997 -3.541 0.0 0.1 0.1 -0.1620
C -2.842 -1.707 -3.251 0.2 -0.2 0.1 -0.0344
C -1.943 -0.602 -2.705 0.1 0.0 0.0 -0.5686
O -2.053 0.545 -3.102 0.2 -0.2 0.2 0.0419
O -1.118 -1.029 -1.773 0.1 0.3 -0.2 -0.2749
H 2.586 -0.074 -7.786 -0.1 0.0 0.0 0.1141
H 4.446 -0.643 -6.249 0.0 0.0 0.0 0.1107
H 3.927 -1.682 -4.048 0.0 0.0 0.0 0.1007
H -1.235 -1.299 -5.524 0.0 0.0 0.0 0.1018
H 0.508 -4.218 -5.325 0.0 0.0 0.0 0.1214
H -0.215 -6.313 -4.233 0.0 0.0 0.0 0.1065
H -2.150 -6.286 -2.677 0.0 0.0 0.0 0.1037
H -3.348 -4.171 -2.259 0.0 0.0 0.0 0.1151
H -3.603 -1.902 -2.493 0.0 0.0 0.0 0.1297
H -3.348 -1.309 -4.131 0.0 0.0 0.0 0.1282
```
Positions in Å, forces in eV/Å.

Results
- HOMO (spin up / spin down) (eV) = -9.5 / -9.5
- 2S+1 = 4
- ΔE to the lowest compared entry with this formula, charge and spin (kcal/mol) = 0.0
- charge = +1
- <S²> = 3.81
- orbital gap (spin up / spin down) (eV) = 6.22 / 6.34